The following is a quantum chemistry calculation of a molecular structure, C45H95N5O16S in a non-equilibrium geometry, from the OMol25 dataset.

Positions of all 162 atoms, in Å:
C 8.60494 -10.85727 -13.74651
C 9.31434 -11.06651 -15.07260
O 9.67953 -10.14040 -15.79517
N 9.59754 -12.35775 -15.38428
C 10.35224 -12.70563 -16.54442
H 8.51163 -11.83220 -13.25460
H 7.60251 -10.44469 -13.87335
H 9.06468 -10.14737 -13.05990
H 9.10791 -13.08018 -14.88967
H 11.40828 -12.67233 -16.28751
H 10.15446 -11.96569 -17.31952
H 10.09939 -13.67009 -16.97285
C 6.92061 -1.86635 -14.48633
C 7.26308 -3.27164 -14.87643
O 7.46612 -4.12888 -13.98909
N 7.41506 -3.62298 -16.17194
C 7.69178 -2.75955 -17.31195
H 6.10480 -1.43615 -15.07252
H 7.79936 -1.22361 -14.59773
H 6.57704 -1.88723 -13.45780
H 7.51860 -4.61327 -16.30546
H 8.76324 -2.56597 -17.38240
H 7.18172 -1.80798 -17.18704
H 7.35652 -3.27603 -18.20285
C 14.01792 -6.07817 -10.50531
C 13.98970 -5.21238 -9.24195
O 13.85773 -5.71773 -8.14219
N 14.04517 -3.86372 -9.45061
C 13.99569 -2.90911 -8.36784
H 13.90650 -5.48238 -11.42056
H 13.14132 -6.72320 -10.52198
H 14.96285 -6.61391 -10.53449
H 14.01276 -3.58113 -10.40899
H 14.16677 -1.88774 -8.70006
H 14.76755 -3.16675 -7.64882
H 13.00836 -2.90187 -7.90185
C 12.49567 -1.25515 -14.60707
C 11.05884 -1.42944 -15.01605
O 10.39331 -0.48350 -15.47144
N 10.57457 -2.69058 -15.02516
C 11.18618 -3.92696 -14.53774
H 13.10568 -2.08493 -14.97773
H 12.59377 -1.29320 -13.51368
H 12.91301 -0.32230 -14.95670
H 9.64206 -2.75810 -15.39541
H 10.36328 -4.52681 -14.14177
H 11.93349 -3.68768 -13.79095
H 11.55035 -4.55910 -15.35130
C 8.36596 -7.35604 -15.86455
C 9.22578 -6.94229 -17.04310
O 9.38745 -5.73900 -17.32987
N 9.77158 -7.92625 -17.79317
C 10.62742 -7.82156 -18.94015
H 8.97294 -7.76856 -15.05112
H 7.63678 -8.13332 -16.09921
H 7.87564 -6.49709 -15.42077
H 9.70509 -8.86230 -17.40132
H 11.48817 -8.48651 -18.82723
H 11.00606 -6.81052 -19.05240
H 10.09222 -8.15537 -19.83134
C 12.30050 -10.60383 -12.01793
C 12.72515 -12.07258 -11.88818
O 13.95995 -12.21663 -12.54090
S 13.99215 -11.14185 -13.71868
O 13.16870 -11.56675 -14.79079
O 15.32468 -10.77425 -13.95387
O 13.30604 -10.00710 -12.87108
H 12.32254 -10.01084 -11.11025
H 11.33625 -10.43181 -12.49065
H 11.94001 -12.73880 -12.29051
H 12.70329 -12.44630 -10.86038
C 10.18914 -1.53801 -11.21783
C 11.09206 -1.96958 -10.05092
C 10.46971 -3.26557 -9.53167
O 9.16012 -3.34011 -10.11682
C 9.27182 -2.73961 -11.39775
H 10.76803 -1.41037 -12.13451
H 9.63812 -0.63265 -10.99283
H 11.10033 -1.23874 -9.24467
H 12.12727 -2.16360 -10.32891
H 10.31949 -3.24729 -8.44836
H 10.99865 -4.19721 -9.77646
H 8.28374 -2.44425 -11.75061
H 9.63138 -3.50715 -12.09021
C 13.92819 -7.94732 -16.02238
C 14.50496 -6.76798 -15.26528
C 13.51375 -6.57490 -14.10467
O 12.28188 -6.92778 -14.67380
C 12.41195 -7.70751 -15.87870
H 14.20041 -8.90647 -15.56493
H 14.27142 -7.97888 -17.05776
H 14.58752 -5.88429 -15.90221
H 15.52877 -6.96497 -14.92828
H 13.52210 -5.52843 -13.78192
H 13.71667 -7.17143 -13.21169
H 12.08007 -7.02671 -16.68752
H 11.73430 -8.55818 -15.95872
C 7.93546 -12.59149 -9.75927
C 9.20686 -12.75916 -8.89314
C 8.68111 -13.44898 -7.59527
O 7.25797 -13.59138 -7.72776
C 6.88590 -13.51125 -9.10831
H 7.92639 -12.81137 -10.83029
H 7.55598 -11.57214 -9.64717
H 9.53487 -11.76578 -8.58495
H 9.99007 -13.27788 -9.44017
H 8.81265 -12.79556 -6.73265
H 9.16531 -14.41808 -7.42367
H 5.88020 -13.09186 -9.15376
H 6.85265 -14.54626 -9.48447
C 3.63385 -5.61718 -10.22777
C 5.13762 -5.74633 -10.48572
C 5.72719 -5.99023 -9.08154
O 4.67719 -6.20547 -8.20883
C 3.53232 -5.51336 -8.73497
H 3.09141 -6.50013 -10.56238
H 3.18881 -4.74288 -10.70987
H 5.65606 -4.95590 -11.01992
H 5.32171 -6.64452 -11.08680
H 6.29075 -5.08773 -8.80135
H 6.43996 -6.80942 -9.07591
H 3.60158 -4.49338 -8.31781
H 2.62708 -5.92383 -8.28593
C 5.77345 -9.66770 -11.13962
C 5.37447 -9.30520 -12.55370
C 3.82944 -9.42989 -12.40505
O 3.57251 -10.37603 -11.37785
C 4.80127 -10.75495 -10.75556
H 5.60962 -8.80789 -10.48059
H 6.82320 -9.96069 -11.04643
H 5.65508 -10.00343 -13.34464
H 5.67651 -8.31567 -12.89829
H 3.39649 -9.78566 -13.34548
H 3.37076 -8.45423 -12.20758
H 5.15884 -11.69982 -11.19045
H 4.73652 -10.79300 -9.66791
C 8.73787 -7.23429 -11.21457
C 8.82424 -7.73342 -9.79799
C 10.28924 -8.25789 -9.66538
O 10.91535 -8.04320 -10.92734
C 10.17871 -7.02891 -11.66918
H 8.18841 -6.29623 -11.33378
H 8.25329 -7.94880 -11.89025
H 8.17442 -8.58680 -9.58136
H 8.58388 -6.95186 -9.08912
H 10.32300 -9.28481 -9.30348
H 10.81426 -7.61443 -8.94443
H 10.34468 -7.20290 -12.72858
H 10.60660 -6.06919 -11.35576
C 6.42109 -9.43513 -7.25188
C 7.49711 -8.70910 -6.44598
C 8.07525 -9.89177 -5.66844
O 7.00600 -10.81318 -5.49393
C 5.84700 -10.32938 -6.18861
H 6.92983 -10.03147 -8.02241
H 5.69435 -8.80301 -7.76731
H 7.02943 -7.99125 -5.76751
H 8.22817 -8.16533 -7.04085
H 8.41180 -9.60472 -4.67324
H 8.88655 -10.34111 -6.25218
H 5.16049 -9.81362 -5.50770
H 5.33975 -11.19797 -6.61921

The highest occupied orbital energy comes out at -9.244 eV. The value obtained for the relative energy (zero: lowest compared OMol25 entry of this formula, charge and spin) is 0.0 kJ/mol. The total energy comes out at -99249.6290 eV. As for the HOMO-LUMO gap: 9.29 eV.

=====

The following is a quantum chemistry calculation of 15 unconnected molecules or ions with the total composition C45H95N5O30 in a non-equilibrium geometry, from the OMol25 dataset.

Positions of all 175 atoms, in Å:
C -2.30793 -6.07357 -0.24534
N -1.40110 -5.48973 0.77193
O -0.96318 -6.31303 1.54710
O -1.26736 -4.24913 0.90513
H -2.28459 -5.53709 -1.19388
H -3.30029 -6.11683 0.20348
H -1.94612 -7.09577 -0.35628
C 2.72366 -4.32935 1.25567
N 3.49566 -3.16722 0.77637
O 4.40555 -2.81025 1.57211
O 3.22831 -2.57873 -0.27102
H 2.23202 -4.00213 2.17182
H 3.40213 -5.14826 1.49476
H 1.96811 -4.74808 0.59091
C -0.22665 8.62934 2.46475
N -0.23000 7.41124 1.53394
O 0.22352 6.37080 1.98370
O -0.89246 7.47766 0.53147
H 0.75799 8.93003 2.82276
H -0.90264 8.36171 3.27685
H -0.58165 9.47332 1.87334
C 2.90745 -0.94758 4.00506
N 3.13923 -2.18108 4.88759
O 3.74018 -2.00832 5.91364
O 2.71095 -3.26752 4.55320
H 2.09224 -1.07004 3.29195
H 3.83865 -0.63440 3.53295
H 2.67175 -0.13156 4.68819
C -2.28872 1.52171 -1.98115
N -3.36737 1.60273 -3.09621
O -3.98127 2.66058 -3.08581
O -3.53496 0.63426 -3.82539
H -2.75125 1.48231 -0.99494
H -1.69680 2.39471 -2.25612
H -1.69422 0.61758 -2.11242
O -4.63887 -4.96272 -1.79915
C -4.70729 -3.84314 -2.33906
O -5.87312 -3.10889 -2.35829
C -7.06756 -3.66548 -1.57388
C -7.84294 -4.70302 -2.47024
C -3.51635 -3.18038 -2.92556
H -7.60339 -2.71773 -1.52129
H -6.80592 -3.88329 -0.53840
H -7.97843 -4.32354 -3.48302
H -8.81882 -4.84199 -2.00501
H -7.48824 -5.73102 -2.54441
H -2.78063 -3.89831 -3.28803
H -3.02090 -2.54524 -2.19123
H -3.87935 -2.57651 -3.75723
O 3.79227 -3.73791 -6.61916
C 2.69060 -3.53156 -6.09098
O 2.39124 -2.57738 -5.21235
C 3.33727 -1.69836 -4.70630
C 2.69229 -0.61103 -3.84708
C 1.67903 -4.60762 -6.28601
H 4.00541 -1.29847 -5.46904
H 3.97555 -2.39005 -4.15651
H 1.87920 -0.07416 -4.33570
H 3.43492 0.06778 -3.42778
H 2.16682 -0.92544 -2.94534
H 0.68641 -4.34872 -5.91753
H 1.98585 -5.53608 -5.80440
H 1.52266 -4.78915 -7.34935
O -2.81071 1.60907 2.53666
C -2.42465 2.04282 3.57251
O -3.17485 2.80663 4.41307
C -4.38962 3.40868 4.01095
C -4.42411 4.94133 4.12021
C -1.00778 1.70279 4.10580
H -5.18638 2.99673 4.63028
H -4.65710 3.01417 3.03068
H -4.05424 5.16106 5.12171
H -5.46336 5.26470 4.06109
H -3.84653 5.32718 3.28020
H -0.39913 1.26922 3.31229
H -1.06462 1.01108 4.94628
H -0.52342 2.64171 4.37400
O 2.09577 -7.13097 -0.44383
C 2.07454 -6.83158 -1.56267
O 2.78875 -7.50833 -2.49484
C 3.49348 -8.73278 -2.24029
C 2.50228 -9.89206 -2.37379
C 1.25420 -5.79753 -2.17944
H 3.85821 -8.81650 -1.21655
H 4.33907 -8.88422 -2.91123
H 2.36739 -10.06473 -3.44154
H 1.60993 -9.67338 -1.78729
H 2.98852 -10.78848 -1.98896
H 1.87357 -5.04184 -2.66256
H 0.64120 -5.21366 -1.49284
H 0.69669 -6.30591 -2.96611
O -2.82775 4.84088 -0.85164
C -4.06813 4.98820 -0.83285
O -4.67456 6.13015 -1.21246
C -3.93256 7.10797 -1.92994
C -3.84065 6.69443 -3.36148
C -4.94151 3.98338 -0.04169
H -3.06146 7.57966 -1.47517
H -4.64480 7.93098 -1.98882
H -4.80626 6.57045 -3.85171
H -3.35596 5.73065 -3.51738
H -3.21800 7.46171 -3.82158
H -5.08660 3.10584 -0.67176
H -5.96406 4.35983 -0.06956
H -4.56625 3.69578 0.94043
O -0.30651 -1.56461 3.45110
C -1.40241 -2.13140 3.40964
O -1.71344 -3.23256 4.07122
C -0.82838 -3.89085 4.88458
C -1.37354 -5.31266 5.10187
C -2.53334 -1.69513 2.48908
H -0.85396 -3.29218 5.79510
H 0.18401 -3.83431 4.48462
H -2.44012 -5.37103 5.31891
H -0.89035 -5.71608 5.99175
H -1.13734 -6.03824 4.32352
H -2.86916 -2.54659 1.89718
H -2.22005 -0.89831 1.81453
H -3.34806 -1.50493 3.18777
O 0.35287 2.03468 -3.02923
C 0.35650 2.82896 -3.98621
O 0.04010 4.11264 -3.90042
C -0.39669 4.84939 -2.74824
C -0.41739 6.34621 -2.97095
C 0.85763 2.37876 -5.33733
H 0.26907 4.65615 -1.90710
H -1.35144 4.38292 -2.50543
H -0.79627 6.97919 -2.16852
H -0.95788 6.60746 -3.88074
H 0.63939 6.61228 -2.94832
H 0.43106 1.41743 -5.62365
H 1.90504 2.08356 -5.39976
H 0.55013 3.08047 -6.11267
O 1.61684 1.82310 0.76567
C 0.44665 1.70753 0.41567
O -0.06993 0.52568 0.05616
C 0.64417 -0.64690 0.25399
C -0.06394 -1.73534 -0.53694
C -0.43266 2.96984 0.57075
H 0.62640 -1.01743 1.27893
H 1.71521 -0.59714 0.05776
H 0.52117 -2.64595 -0.40834
H -0.18590 -1.59906 -1.61149
H -1.03808 -1.93027 -0.08845
H -0.32207 3.37996 -0.43308
H -0.05180 3.69110 1.29381
H -1.48338 2.71028 0.70004
O 5.52188 3.07115 0.59255
C 5.22923 2.07850 -0.09135
O 4.52939 1.91705 -1.19425
C 3.85062 3.06691 -1.80640
C 4.50914 4.41977 -2.02463
C 5.58279 0.60512 0.41578
H 2.81503 3.18348 -1.48693
H 3.58868 2.63056 -2.77029
H 4.70006 4.94628 -1.08952
H 3.80445 4.92324 -2.68648
H 5.46813 4.15817 -2.47184
H 5.87130 0.65742 1.46561
H 6.36420 0.22068 -0.23973
H 4.68937 -0.01177 0.31910
O 3.49842 4.40606 4.94647
C 3.54271 3.28296 4.40498
O 4.06789 2.21281 4.90894
C 4.71675 2.25533 6.19991
C 5.81090 1.21757 6.47494
C 2.75391 3.07820 3.11524
H 3.96607 2.16783 6.98536
H 5.12408 3.25967 6.31606
H 6.66893 1.23573 5.80295
H 5.38343 0.22255 6.59868
H 6.19033 1.34973 7.48818
H 3.46718 3.38435 2.34998
H 1.87513 3.72123 3.06682
H 2.43282 2.03821 3.05668

The highest occupied orbital energy (spin up / spin down) comes out at -0.639 / -4.167 eV. As for the spin multiplicity: 2. As for the total charge: -1. The total energy comes out at -117066.1770 eV. As for the HOMO-LUMO gap (spin up / spin down): 2.00 / 5.52 eV.

=====

The following is a quantum chemistry calculation of 5 unconnected molecules or ions with the total composition C45H95N5O5 in a non-equilibrium geometry, from the OMol25 dataset.

Positions of all 150 atoms, in Å:
C -5.28475 0.56714 -0.45886
C -5.45858 0.18710 -1.92825
C -4.23357 0.67807 -2.72364
C -3.01263 -0.15127 -2.32381
C -3.33277 -1.62383 -2.57517
C -4.58852 -2.20807 -1.91337
N -5.68573 -1.25100 -2.09874
O -6.85426 -1.67518 -1.48251
C -4.91574 -3.50639 -2.67103
C -4.26259 -2.60199 -0.44693
C -6.68348 0.89865 -2.57678
H -5.88441 -0.06682 0.20694
H -5.64616 1.56704 -0.20474
H -4.30793 0.42174 0.00510
H -4.32101 0.59770 -3.81166
H -4.11812 1.75766 -2.60681
H -2.74229 0.04563 -1.28688
H -2.16873 0.10628 -2.96711
H -2.47426 -2.29067 -2.45045
H -3.47115 -1.75140 -3.65697
H -4.83920 -3.47025 -3.75473
H -4.15083 -4.22032 -2.33257
H -5.77986 -4.05807 -2.29108
H -5.12019 -3.04020 0.05345
H -3.33679 -3.17569 -0.38116
H -3.93061 -1.67829 0.03944
H -7.60231 0.32022 -2.59839
H -6.46934 1.18403 -3.60735
H -6.83609 1.83552 -2.03528
H -7.38123 -2.19930 -2.09507
C -1.30099 -0.47005 2.51373
C 0.19491 -0.79607 2.47449
C 0.48642 -2.10068 1.68615
C 0.28537 -1.93210 0.18769
C 1.33903 -0.93952 -0.26667
C 1.17591 0.43805 0.36400
N 0.95823 0.29951 1.84399
O 0.67710 1.54501 2.44364
C 2.48421 1.18619 0.25798
C 0.00240 1.15702 -0.31171
C 0.73629 -1.03629 3.86973
H -1.58516 0.21417 3.31624
H -1.88627 -1.37169 2.71475
H -1.61248 0.01250 1.58639
H 1.52595 -2.33462 1.92207
H -0.15317 -2.92777 2.00129
H -0.73852 -1.64878 -0.06972
H 0.44688 -2.85370 -0.37932
H 1.35470 -0.84569 -1.36096
H 2.34736 -1.34033 -0.11587
H 2.85109 1.16960 -0.76891
H 2.48451 2.17261 0.72714
H 3.28728 0.73873 0.85505
H 0.42835 1.81522 -1.08269
H -0.58157 0.44907 -0.89639
H -0.58698 1.86784 0.26449
H 1.83162 -1.01766 3.81518
H 0.49298 -1.96657 4.37234
H 0.45103 -0.18506 4.49457
H 1.44643 1.68695 3.00581
C 5.01178 -0.44681 -5.88772
C 3.88345 -0.27426 -4.83163
C 4.47803 -0.18050 -3.40157
C 5.20188 1.11232 -3.08436
C 4.15693 2.22828 -3.21627
C 3.43758 2.28538 -4.56149
N 3.07991 0.92632 -5.01904
O 2.43286 0.92469 -6.26810
C 2.12814 3.08186 -4.37026
C 4.33088 3.00579 -5.60835
C 3.00530 -1.53614 -4.75092
H 5.72471 -1.14537 -5.44655
H 5.54049 0.49707 -6.00776
H 4.62548 -0.86755 -6.81325
H 3.72871 -0.38059 -2.64045
H 5.33096 -0.87122 -3.37203
H 6.11559 1.32819 -3.63813
H 5.44983 1.11953 -2.01903
H 4.55107 3.23764 -3.04340
H 3.47177 2.14958 -2.37091
H 2.24215 3.97555 -3.75398
H 1.70379 3.38389 -5.33080
H 1.32614 2.49619 -3.91526
H 4.10493 2.81782 -6.66002
H 4.20756 4.05853 -5.36503
H 5.32258 2.55114 -5.54464
H 2.44641 -1.70711 -5.66938
H 2.32107 -1.43994 -3.90970
H 3.68985 -2.35639 -4.52683
H 3.13389 1.04660 -6.93576
C -1.27721 4.82297 -0.39935
C -2.78935 4.91194 -0.11088
C -3.11112 3.68991 0.80777
C -4.36686 3.88458 1.66315
C -4.26110 5.24622 2.32451
C -4.20058 6.47055 1.38437
N -3.05069 6.22952 0.51192
O -2.71076 7.29093 -0.30636
C -5.50945 6.58770 0.58977
C -4.07793 7.64156 2.35538
C -3.52257 4.75246 -1.43085
H -1.07149 3.88928 -0.91845
H -0.72758 4.87300 0.54388
H -0.92279 5.71451 -0.91731
H -3.21142 2.81577 0.16122
H -2.31619 3.40052 1.50136
H -4.43444 3.13669 2.45578
H -5.26556 3.77679 1.04645
H -3.29731 5.16851 2.84204
H -5.00750 5.33636 3.11521
H -5.45136 7.32205 -0.21209
H -5.80472 5.61174 0.20494
H -6.28683 6.85608 1.30976
H -4.90522 7.65462 3.05470
H -3.10372 7.68155 2.84362
H -4.05904 8.53697 1.71999
H -2.89671 4.91080 -2.31368
H -4.46756 5.28500 -1.55350
H -3.84311 3.72051 -1.62360
H -3.34948 7.42520 -1.03076
C 6.15412 -3.79607 3.86657
C 5.17919 -4.97093 4.19797
C 5.58332 -5.48554 5.56576
C 4.46545 -6.33658 6.16761
C 3.05473 -5.72794 6.03891
C 2.68534 -5.25695 4.61174
N 3.82441 -4.43012 4.21368
O 3.56637 -3.62912 3.07508
C 2.38288 -6.51180 3.72128
C 1.38643 -4.49624 4.81653
C 5.42191 -6.03170 3.10397
H 6.05908 -3.07103 4.67951
H 5.95726 -3.34748 2.89962
H 7.16725 -4.18419 3.97545
H 6.46792 -6.11918 5.51106
H 5.76198 -4.64104 6.23502
H 4.57458 -6.47367 7.24710
H 4.47418 -7.34663 5.74841
H 2.99227 -4.90925 6.75735
H 2.25903 -6.44249 6.26542
H 3.19124 -7.23569 3.76510
H 1.51839 -6.94323 4.22857
H 2.16024 -6.21820 2.69882
H 0.93650 -4.15151 3.88073
H 0.74289 -4.88556 5.59750
H 1.65531 -3.49538 5.19266
H 6.38996 -5.91782 2.61882
H 4.70744 -5.93432 2.27985
H 5.23558 -7.04902 3.45335
H 3.21088 -2.80998 3.44012

The highest occupied orbital energy comes out at -8.137 eV. The value obtained for the relative energy (zero: lowest compared OMol25 entry of this formula, charge and spin) is 197.1 kJ/mol. As for the structure (SMILES): CC1(C)CCCC(C)(C)N1O.CC1(C)CCCC(C)(C)N1O.CC1(C)CCCC(C)(C)N1O.CC1(C)CCCC(C)(C)N1O.CC1(C)CCCC(C)(C)N1O. The total energy comes out at -65886.1415 eV. As for the HOMO-LUMO gap: 8.69 eV.